(1)
Density functional theory data (the ωB97M-V functional and the def2-TZVPD basis) for a molecular structure, C16H11IrN3O5.

The geometry in XYZ format:
```
36
Properties=species:S:1:pos:R:3
Ir 0.8895 -0.9372 -0.0769
O -2.0297 -3.1117 2.2218
C -1.1386 -2.3411 1.6461
O -1.1082 -2.1116 0.4467
C -0.1278 -1.7521 2.5816
C -0.2211 -1.6516 3.9508
C 0.8024 -0.9802 4.6305
C 1.8715 -0.4415 3.9306
C 1.8940 -0.5926 2.5523
N 0.9151 -1.2323 1.9271
C 2.9467 -0.0379 1.6012
O 3.9696 0.4219 2.0147
O 2.6352 -0.1636 0.3137
H -2.6473 -3.4561 1.5538
H -1.0680 -2.0774 4.4696
H 0.7564 -0.8829 5.7065
H 2.6769 0.0993 4.4084
O 0.9408 -0.9371 -2.0372
C 0.3272 -0.1632 -2.9151
C 0.4841 -0.4829 -4.2738
C -0.0969 0.2909 -5.2464
C -0.8542 1.4225 -4.9100
C -1.0238 1.7409 -3.5897
C -0.4541 0.9518 -2.5712
C -0.6705 1.2887 -1.1853
N -0.1658 0.6877 -0.1028
C -0.6304 1.3477 1.0319
C -1.4223 2.3596 0.6291
N -1.4392 2.3052 -0.7470
H 1.0855 -1.3481 -4.5171
H 0.0382 0.0265 -6.2868
H -1.2950 2.0373 -5.6814
H -1.5965 2.6261 -3.3395
H -0.3353 1.0602 2.0242
H -1.9644 3.1010 1.1872
H -1.9437 2.9336 -1.3480
```

HOMO level	-0.3987	Eh
gap between HOMO and LUMO	6.24	eV
net charge	+1

(2)
Density functional theory data (the ωB97M-V functional and the def2-TZVPD basis) for a molecular structure, C16H11NO4PbS in a non-equilibrium geometry.

The geometry in XYZ format:
```
34
Properties=species:S:1:pos:R:3
O 3.0208 1.2682 -3.1254
C 2.0085 0.8201 -3.3038
Pb -0.1110 -0.1013 -3.1774
O 1.3594 -2.9146 -4.6452
C 0.8840 -1.9653 -4.2145
C -0.7102 1.4830 -4.6345
O -1.0648 2.3360 -5.3291
C -2.0396 -1.0913 -3.4184
O -3.1021 -1.6091 -3.5101
N 0.4585 -0.3376 -1.0512
S -0.4253 0.7956 -0.1355
C -1.3511 -0.4782 0.6548
C -2.3875 0.0309 1.4430
C -3.1291 -0.8558 2.2111
C -2.8458 -2.2238 2.1792
C -1.8141 -2.7140 1.3727
C -1.0550 -1.8408 0.5913
C 0.9063 1.2315 0.8927
C 1.5216 0.2518 1.6670
C 2.5139 0.6602 2.5515
C 2.8988 2.0036 2.6074
C 2.3023 2.9510 1.7712
C 1.3075 2.5753 0.8801
H 1.3800 -0.7268 -0.7680
H -2.5708 1.1069 1.4359
H -3.9296 -0.4603 2.8298
H -3.4386 -2.9128 2.7884
H -1.5897 -3.7788 1.3475
H -0.2496 -2.2202 -0.0451
H 1.2010 -0.7925 1.6130
H 2.9734 -0.0792 3.2020
H 3.6769 2.3163 3.3090
H 2.5943 3.9968 1.8059
H 0.8069 3.2750 0.2047
```

HOMO level	-0.5295	Eh
gap between HOMO and LUMO	6.03	eV
net charge	+2

(3)
Density functional theory data (the ωB97M-V functional and the def2-TZVPD basis) for a molecular structure, C16H11NO4SSc in a non-equilibrium geometry.

The geometry in XYZ format:
```
34
Properties=species:S:1:pos:R:3
Sc -0.1238 -0.2615 -3.0238
O -0.6463 2.9875 -3.3361
C -0.4784 1.8417 -3.4108
C 1.8827 -0.9856 -3.4104
O 2.9815 -1.3398 -3.3348
C -1.6863 -1.5782 -3.3197
O -2.5658 -2.3177 -3.3448
C -0.0768 -0.2321 -5.3943
O -0.0813 -0.2327 -6.5449
N 0.4346 0.2921 -1.2257
S -0.7665 0.0492 -0.1556
C -0.1308 -1.3386 0.7464
C 1.2301 -1.4255 1.1031
C 1.6517 -2.5371 1.8440
C 0.7424 -3.5476 2.2082
C -0.6042 -3.4523 1.8183
C -1.0504 -2.3584 1.0772
C -0.5439 1.4751 0.8563
C -1.7072 2.1281 1.3158
C -1.5728 3.2308 2.1594
C -0.2965 3.6887 2.5317
C 0.8532 3.0370 2.0480
C 0.7432 1.9302 1.1959
H 1.3751 0.2415 -0.8836
H 1.9363 -0.6586 0.8298
H 2.6875 -2.6052 2.1438
H 1.0825 -4.4047 2.7886
H -1.3113 -4.2207 2.0899
H -2.0819 -2.2548 0.7559
H -2.6770 1.7488 1.0049
H -2.4625 3.7251 2.5194
H -0.2000 4.5494 3.1924
H 1.8346 3.3859 2.3334
H 1.6283 1.4398 0.8219
```

HOMO level	-0.6688	Eh
gap between HOMO and LUMO	4.44	eV
net charge	+3

(4)
Density functional theory data (the ωB97M-V functional and the def2-TZVPD basis) for a molecular structure, C16H12Br4N3O4PbS in a non-equilibrium geometry.

The geometry in XYZ format:
```
41
Properties=species:S:1:pos:R:3
Pb 5.6974 8.6408 6.9807
Br 11.6684 7.9634 11.0692
C 9.8010 8.0435 10.6368
C 8.9171 8.6878 11.6200
Br 9.6331 9.0566 13.3903
C 7.6436 9.0685 11.3021
Br 6.6803 9.9863 12.6153
C 7.1171 8.8273 9.9654
O 6.0095 9.2465 9.5624
C 8.0462 8.1276 9.0229
O 7.6266 7.9574 7.7839
C 9.4057 7.7030 9.3639
Br 10.4072 6.8052 8.0268
N 7.9743 10.5518 4.7011
C 7.9309 9.2100 4.5778
N 9.0417 8.6852 4.0077
O 6.8527 8.5700 4.8500
H 8.8134 11.1539 4.6224
H 7.2767 10.9945 5.2793
H 9.9030 9.2255 3.9732
H 8.9519 7.6940 3.7542
S 5.6308 3.8058 8.8501
C 5.3493 5.1565 8.0526
N 4.9800 6.1945 7.5497
C 5.0719 12.7876 8.8448
C 6.1791 12.1676 8.0342
O 5.9071 11.4608 7.0021
C 7.4778 12.1190 8.7001
C 7.7438 12.5017 10.0811
C 9.0270 12.5624 10.5781
C 10.1597 12.1415 9.8131
C 9.8875 11.5857 8.5666
C 8.5822 11.6931 8.0277
H 4.2525 13.1784 8.2841
H 5.4584 13.6294 9.4271
H 4.7294 11.9964 9.4641
H 6.9170 12.7821 10.7187
H 9.0816 12.7965 11.6141
H 11.1483 12.2732 10.0720
H 10.6717 11.0509 8.0302
H 8.4776 11.3619 6.9999
```

HOMO level	-0.1295	Eh
gap between HOMO and LUMO	5.08	eV
net charge	-1

(5)
Density functional theory data (the ωB97M-V functional and the def2-TZVPD basis) for C16H12Cl2N4OS2 in the gas phase in a non-equilibrium geometry.

The geometry in XYZ format:
```
37
Properties=species:S:1:pos:R:3
O 2.9570 0.9937 -4.0625
C 2.3843 0.6036 -3.0752
N 2.9160 0.2522 -1.8838
C 4.2582 0.2630 -1.5124
C 4.5721 -0.1406 -0.2142
C 5.8833 -0.1516 0.2148
C 6.9028 0.2386 -0.6417
Cl 8.5367 0.2218 -0.0963
C 6.5922 0.6412 -1.9374
Cl 7.8406 1.1288 -3.0160
C 5.2778 0.6547 -2.3744
N 0.9778 0.4826 -3.1247
C 0.1206 0.0681 -2.1642
N 0.4542 -0.3173 -0.9708
N -0.5741 -0.6755 -0.2155
C -1.7154 -0.5856 -0.7864
C -2.9992 -0.8939 -0.1368
S -3.7900 0.6981 0.3761
C -4.6654 0.2229 1.8424
C -4.8308 1.1929 2.8239
C -5.5301 0.8915 3.9768
C -6.0585 -0.3763 4.1599
C -5.8969 -1.3369 3.1764
C -5.2104 -1.0416 2.0116
S -1.6144 0.0024 -2.4505
H 2.2486 -0.0550 -1.1717
H 3.7828 -0.4448 0.4562
H 6.1274 -0.4627 1.2178
H 5.0469 0.9683 -3.3789
H 0.5866 0.7537 -4.0173
H -3.6752 -1.4106 -0.8183
H -2.8179 -1.4750 0.7656
H -4.4084 2.1744 2.6729
H -5.6549 1.6469 4.7379
H -6.5972 -0.6140 5.0645
H -6.3148 -2.3240 3.3082
H -5.1124 -1.7938 1.2439
```

SMILES	O=C(Nc1ccc(Cl)c(Cl)c1)Nc1nnc(CSc2ccccc2)s1
HOMO level	-0.3136	Eh
gap between HOMO and LUMO	8.77	eV

(6)
Density functional theory data (the ωB97M-V functional and the def2-TZVPD basis) for C16H12Cl2O5 in the gas phase.

The geometry in XYZ format:
```
35
Properties=species:S:1:pos:R:3
C 0.4599 -1.0727 -3.0070
C -0.7179 -1.5966 -2.2621
C -0.9848 -2.9268 -2.2491
C -2.1016 -3.4887 -1.5443
O -2.4155 -4.6465 -1.4667
O -2.9068 -2.5611 -0.8842
C -2.6629 -1.2569 -0.8681
C -3.7065 -0.5174 -0.0972
C -1.5898 -0.7106 -1.5234
C -1.3225 0.7428 -1.5196
O -0.7649 1.3539 -2.3972
O -1.7548 1.3362 -0.3901
C -1.5455 2.7352 -0.2594
C -0.7867 3.0636 1.0213
O -1.1032 4.0047 1.7055
C 0.3222 2.1479 1.3816
C 0.5821 1.9325 2.7352
C 1.5831 1.0683 3.1283
C 2.3523 0.4162 2.1732
Cl 3.5947 -0.6638 2.6626
C 2.1161 0.6502 0.8181
Cl 3.0841 -0.1308 -0.3730
C 1.1063 1.5109 0.4233
H 0.1410 -0.3609 -3.7650
H 1.1318 -0.5443 -2.3332
H 1.0007 -1.8874 -3.4801
H -0.3608 -3.6308 -2.7757
H -4.0443 0.3641 -0.6344
H -3.3058 -0.1949 0.8618
H -4.5447 -1.1875 0.0783
H -2.5187 3.2350 -0.2287
H -0.9834 3.1037 -1.1293
H -0.0189 2.4480 3.4682
H 1.7799 0.8926 4.1739
H 0.9689 1.6999 -0.6296
```

SMILES	Cc1cc(=O)oc(C)c1C(=O)OCC(=O)c1ccc(Cl)c(Cl)c1
HOMO level	-0.3364	Eh
gap between HOMO and LUMO	8.80	eV

(7)
Density functional theory data (the ωB97M-V functional and the def2-TZVPD basis) for a molecular structure, C16H12F5I2N3O2Sn.

The geometry in XYZ format:
```
41
Properties=species:S:1:pos:R:3
Sn -0.7969 0.4637 -0.8181
O -3.1411 -1.2348 2.8377
C -2.3078 -1.2671 3.8663
C -2.7303 -1.9157 5.0252
C -1.8895 -1.9787 6.1089
C -0.5953 -1.4114 6.0922
C -0.1605 -0.7690 4.9778
C -1.0097 -0.6630 3.8312
C -0.6243 0.0244 2.6764
O -1.2156 0.1869 1.6105
N 0.7454 0.6607 2.7991
N 0.9246 1.6212 2.1407
C 1.2828 2.6607 1.5306
C 1.9348 2.6070 0.2158
C 2.7558 3.6611 -0.1430
C 3.4850 3.5418 -1.3230
C 3.3513 2.3873 -2.0672
C 2.4674 1.3983 -1.6369
N 1.7555 1.4984 -0.5192
H -2.7253 -0.7887 2.0838
H -3.7142 -2.3625 5.0383
H -2.2261 -2.4905 7.0014
H 0.0424 -1.5003 6.9592
H 0.8348 -0.3500 4.9441
H 1.1263 3.5956 2.0644
H 2.8451 4.5373 0.4850
H 4.1475 4.3357 -1.6392
H 3.9078 2.2440 -2.9827
H 2.3337 0.4932 -2.2163
I -3.6584 -0.9625 -1.2051
C -2.9851 -1.7581 -3.0587
I -1.2565 -0.7921 -3.8188
H -3.7857 -1.6176 -3.7744
H -2.7467 -2.8015 -2.9008
F 1.1422 -1.1853 0.7729
C 0.3977 -1.4355 -0.3636
F 1.2954 -1.6226 -1.3735
C -0.2918 -2.7799 -0.1060
F 0.5731 -3.7388 0.1781
F -1.0019 -3.1431 -1.1841
F -1.1430 -2.6467 0.9269
```

HOMO level	-0.5461	Eh
gap between HOMO and LUMO	6.52	eV
net charge	+2

(8)
Density functional theory data (the ωB97M-V functional and the def2-TZVPD basis) for a molecular structure, C16H12IN2O8S4SbW in a non-equilibrium geometry.

The geometry in XYZ format:
```
45
Properties=species:S:1:pos:R:3
W 1.4972 -0.1662 1.6640
C -0.5048 -4.1573 0.8031
C -1.0029 -3.2213 -0.2474
N -1.8119 -3.6642 -1.1716
C -2.3266 -2.8005 -2.0788
C -2.0552 -1.4627 -2.0816
C -2.8088 -0.5882 -3.0400
O -1.9326 -0.0717 -4.0512
C -1.1489 -0.9510 -1.1150
C -0.8998 0.4873 -1.1005
N -0.1931 1.1306 -0.2600
C -0.3704 2.5400 -0.2613
C -1.6446 3.0599 -0.5043
C -1.8844 4.4235 -0.5848
C -0.8426 5.3122 -0.3970
C 0.4167 4.8193 -0.0860
C 0.6648 3.4532 -0.0009
I 2.5673 2.9110 0.5842
C -0.5854 -1.8259 -0.1788
O 0.2328 -1.5028 0.7559
H -0.9663 -5.1319 0.6525
H -0.7473 -3.7733 1.7966
H 0.5821 -4.2391 0.7735
H -3.0088 -3.2216 -2.8104
H -3.2832 0.2414 -2.5030
H -3.6053 -1.1827 -3.4981
H -2.3852 0.6477 -4.5013
H -1.3852 1.0348 -1.9127
H -2.4751 2.3711 -0.5849
H -2.8880 4.7807 -0.7817
H -1.0060 6.3809 -0.4604
H 1.2316 5.5055 0.1021
O 5.5570 -0.2720 1.0438
C 4.3551 -0.2050 0.9800
O 3.5443 0.0392 1.9777
C 3.5938 -0.3655 -0.3685
O 4.1334 -0.5226 -1.4319
O 2.2914 -0.2483 -0.2062
S 3.1426 -1.3412 5.4261
Sb 1.7847 -2.2945 3.7998
S -0.2551 -1.2319 3.4844
S 2.7425 -2.7523 1.7549
S 1.5776 -4.2500 5.0438
O 0.5030 1.3356 2.3348
O 1.5996 0.9698 3.2411
```

HOMO level (spin up / spin down)	-0.0920 / -0.0955	Eh
gap between HOMO and LUMO (spin up / spin down)	6.30 / 6.02	eV
net charge	-2
multiplicity	3

(9)
Density functional theory data (the ωB97M-V functional and the def2-TZVPD basis) for 2 unconnected molecules or ions with the total composition C16H12N6O4 in a non-equilibrium geometry.

The geometry in XYZ format:
```
38
Properties=species:S:1:pos:R:3
N 4.9088 5.5793 1.1256
C 4.1885 4.6575 1.1550
C 3.2781 3.5503 1.1905
C 1.9648 3.6175 1.6658
C 1.1458 2.4429 1.7435
N -0.1169 2.4816 2.4161
O -0.5143 3.5600 2.9198
O -0.7838 1.4222 2.4958
C 1.6018 1.2122 1.2569
C 2.8990 1.1556 0.7776
C 3.7755 2.2691 0.7625
N 5.0771 1.9395 0.5673
O 5.0622 0.5436 0.4687
N 3.7106 0.0325 0.5663
O 3.4927 -1.1630 0.5199
H 1.5547 4.5665 2.0079
H 0.9997 0.3146 1.2791
C -2.4864 -3.7264 0.7450
C -2.1710 -2.6151 -0.2162
C -1.2654 -1.6415 0.2150
C -0.9468 -0.5774 -0.6245
N -0.0537 0.4608 -0.4952
C -0.0812 1.1655 -1.6120
N -0.9674 0.6177 -2.5081
C -1.5468 -0.5014 -1.9125
C -2.4335 -1.4666 -2.3583
C -2.7484 -2.5380 -1.4998
C -3.7006 -3.6020 -1.9646
H -3.1971 -4.4507 0.3387
H -1.5743 -4.2674 1.0335
H -2.9040 -3.3287 1.6809
H -0.7876 -1.6800 1.1948
H 0.4935 2.0547 -1.8444
H -1.1398 0.9493 -3.4522
H -2.8698 -1.3833 -3.3565
H -4.0414 -3.3859 -2.9824
H -3.2315 -4.5959 -1.9759
H -4.5907 -3.6697 -1.3235
```

SMILES	N#Cc1cc([N+](=O)[O-])cc2c1no[n+]2[O-].Cc1cc2nc[nH]c2cc1C
HOMO level	-0.3230	Eh
gap between HOMO and LUMO	6.81	eV

(10)
Density functional theory data (the ωB97M-V functional and the def2-TZVPD basis) for a molecular structure, C16H13ClCsNO7 in a non-equilibrium geometry.

The geometry in XYZ format:
```
39
Properties=species:S:1:pos:R:3
Cs 2.3931 -1.4952 0.5525
O -0.5197 -5.8727 0.4002
C -0.0557 -4.5913 0.3865
O 0.9365 -4.2413 -0.2508
C -0.8649 -3.7013 1.3128
C -1.9761 -4.2572 1.9735
C -2.7386 -3.4681 2.8491
C -2.3973 -2.1304 2.9301
C -1.2948 -1.6526 2.1903
N -0.5152 -2.3841 1.4403
C -0.8387 -0.2154 2.3714
O -1.7576 0.7431 2.7033
O 0.3412 0.1242 2.2291
H 0.0168 -6.4363 -0.1862
H -2.1854 -5.3405 1.8323
H -3.5434 -3.9038 3.4377
H -2.9708 -1.4704 3.6325
H -2.6113 0.3305 2.9743
C 2.1799 2.6987 0.7044
C 1.8431 3.0749 -0.7254
C 2.3563 4.2735 -1.2810
C 2.0131 4.6024 -2.6367
Cl 2.8433 5.8883 -3.3471
C 1.1347 3.8399 -3.3767
C 0.6582 2.6707 -2.8165
C 0.8605 2.3706 -1.4656
O 0.0767 1.5267 -0.7968
C -0.9206 0.6644 -1.5194
C -0.2008 -0.4073 -2.3412
O -0.3881 -0.5044 -3.5589
O 0.4788 -1.1398 -1.5808
H 1.8818 3.4851 1.4252
H 3.2916 2.5268 0.8903
H 1.6338 1.8014 1.0466
H 2.9932 4.9973 -0.7558
H 0.8577 4.1028 -4.3889
H 0.0211 1.9608 -3.4206
H -1.5613 1.3129 -2.1516
H -1.4709 0.2170 -0.6825
```

HOMO level	-0.2622	Eh
gap between HOMO and LUMO	5.93	eV

(11)
Density functional theory data (the ωB97M-V functional and the def2-TZVPD basis) for a gas-phase ion, C16H13F3NO5S2 (charge -1) in a non-equilibrium geometry.

The geometry in XYZ format:
```
40
Properties=species:S:1:pos:R:3
O 0.9464 4.1316 -3.6172
C 0.9050 2.9856 -3.1831
N 0.9573 2.5584 -1.8751
C 0.1696 3.0300 -0.2996
C 0.1148 1.7330 0.2618
S -0.9659 0.5629 -0.5095
O -1.9828 1.2569 -1.2696
O -0.2616 -0.5014 -1.1901
C -1.9419 -0.3378 0.7513
C -2.0394 -1.7086 0.7091
C -2.9889 -2.3902 1.4637
C -3.9528 -1.6669 2.1730
C -3.9051 -0.2621 2.1951
C -2.8418 0.4303 1.5636
S 1.6060 1.1405 1.2088
O 1.3475 1.4738 2.6044
O 2.8300 1.6959 0.6331
C 1.8512 -0.6673 1.0454
C 2.2976 -1.1703 -0.1991
C 2.5694 -2.5263 -0.2732
C 2.3531 -3.3574 0.8323
C 1.8692 -2.8254 2.0615
C 1.6257 -1.4660 2.1508
C 0.7355 1.7508 -4.2778
F 0.9169 0.4842 -3.7818
F -0.5351 1.7583 -4.7876
F 1.6429 1.9616 -5.2757
H 1.8700 2.9441 -1.4540
H -0.5246 3.3979 -1.0211
H 0.7467 3.8030 0.1833
H -1.3363 -2.2553 0.0714
H -2.9438 -3.4662 1.4768
H -4.7278 -2.1928 2.7343
H -4.6409 0.3341 2.7635
H -2.7312 1.5287 1.6013
H 2.4505 -0.4591 -1.0272
H 2.9675 -2.8967 -1.2328
H 2.5696 -4.4092 0.7662
H 1.7203 -3.4389 2.9418
H 1.2572 -0.9637 3.0820
```

SMILES	O=C(NCC(S(=O)(=O)c1ccccc1)=[S@](=O)([O-])c1ccccc1)C(F)(F)F
HOMO level	-0.1733	Eh
gap between HOMO and LUMO	7.51	eV
net charge	-1

(12)
Density functional theory data (the ωB97M-V functional and the def2-TZVPD basis) for a molecular structure, C16H14BCuF5N6 in a non-equilibrium geometry.

The geometry in XYZ format:
```
43
Properties=species:S:1:pos:R:3
H -0.0274 3.1381 0.8135
N 0.2869 1.8036 -0.7942
B 0.7093 0.7546 -3.1363
N 0.6233 1.9414 -2.1059
C 0.7736 3.2616 -2.3774
Cu 0.0000 0.0000 0.0000
H 1.0393 3.5795 -3.3844
C 0.5292 3.9950 -1.2156
H 0.5685 5.0758 -1.0912
C 0.2246 3.0325 -0.2401
H 1.1916 1.2125 -4.1505
C -2.1691 -2.8376 1.5730
H -2.4417 -3.1990 2.5732
H -1.1316 -3.3512 1.3835
H -2.7977 -3.2716 0.7818
N -0.6815 0.1735 -3.4438
N 1.6539 -0.3293 -2.5596
N -1.4983 -0.3362 -2.4828
N 1.5342 -0.7861 -1.2892
C -1.2983 0.1624 -4.6635
C 2.6676 -0.9792 -3.1862
H -0.7841 0.5303 -5.5517
H 2.9154 -0.7421 -4.2200
C -2.5701 -0.3734 -4.4933
C 3.2258 -1.8914 -2.2910
C -2.6357 -0.6656 -3.1091
C 2.4796 -1.7270 -1.1085
H -3.3298 -0.5383 -5.2573
H 4.0602 -2.5688 -2.4659
H -3.4580 -1.1076 -2.5417
H 2.5818 -2.2216 -0.1422
H -2.2415 -1.7347 1.5302
F 1.9946 -1.7062 1.9883
C 1.1743 -0.9032 2.6933
C 0.2442 -0.0809 2.0405
C -0.6102 0.7246 2.8033
F -1.5218 1.5105 2.1816
C -0.5297 0.7197 4.2006
F -1.3586 1.5061 4.9309
C 0.4006 -0.1015 4.8440
F 0.4745 -0.1145 6.1982
C 1.2501 -0.9148 4.0899
F 2.1455 -1.7214 4.7130
```

HOMO level (spin up / spin down)	-0.3385 / -0.3384	Eh
gap between HOMO and LUMO (spin up / spin down)	9.75 / 6.67	eV
multiplicity	2